ORCA calculation (ωB97M-V with the def2-TZVPD basis set) on a molecular structure, C14H12I2N2O2Pt.

* strongest force on any atom: 0.0125 Eh/bohr
* total energy: -1515.4211 Eh
* orbital gap: 7.12 eV
* energy relative to the best compared isomer or geometry (same formula, charge and spin): 0.00 kcal/mol

Each line ends with the Mulliken charge.
Cartesian coordinates (Å):
Pt -0.01598 0.33259 0.02661  0.55
C -4.60231 0.39588 -0.64375  -1.19
C -4.16316 0.34471 0.78443  0.72
N -5.04449 0.44439 1.73761  -0.67
C -4.63600 0.39329 3.03090  -0.86
C -3.33746 0.23183 3.41014  0.61
C -2.99553 0.21587 4.87631  -0.86
O -2.07257 1.24078 5.25330  -0.48
C -2.33826 0.13000 2.39276  -0.36
C -0.97397 0.03089 2.80112  0.04
N 0.08570 0.22651 2.07665  -0.29
C 1.32989 0.41930 2.75355  0.41
C 1.38372 0.77668 4.10715  -0.19
C 2.59402 0.96702 4.74804  -0.87
C 3.79040 0.84540 4.05682  -0.52
C 3.75890 0.56775 2.70144  -0.58
C 2.54103 0.37014 2.07307  0.19
I 2.49386 0.17971 -0.00911  0.18
C -2.75151 0.18415 1.05072  0.66
O -1.99077 0.00576 0.02537  -0.84
H -5.67700 0.55074 -0.68574  0.37
H -4.33868 -0.53038 -1.15692  0.27
H -4.08375 1.19517 -1.17557  0.32
H -5.41601 0.50070 3.77582  0.34
H -2.52087 -0.72378 5.16605  0.35
H -3.91837 0.30158 5.45487  0.38
H -2.45029 2.08857 4.99390  0.34
H -0.82056 -0.15495 3.85520  0.79
H 0.46954 0.94070 4.66142  0.47
H 2.59686 1.23926 5.79487  0.39
H 4.73688 1.00512 4.55440  0.38
H 4.67637 0.52461 2.12992  0.34
I -0.09874 0.67370 -2.55115  -0.41

Cartesian forces (eV/Å) of the 6 atoms listed first:
Pt -0.12 -0.51 0.17
C 0.00 -0.01 0.00
C 0.05 -0.03 -0.04
N -0.03 0.00 0.03
C 0.02 0.04 -0.02
C -0.02 -0.02 0.01